72
Properties=species:S:1:pos:R:3:forces:R:3:mulliken_charge:R:1 method="wB97M-V/def2-TZVPD" multiplicity=1 total_charge=0 smiles="O=C1OC(=O)C(OB(O)O)=C1Cl.CN(C)P(=O)(N(C)C)N(C)C.CN(C)P(=O)(N(C)C)N(C)C" orbital_gap_ev=7.3
O -7.25153 3.23413 -0.14384 -0.37 -0.17 0.10 -0.474
C -7.47715 3.48957 -1.27736 1.06 0.57 0.25 0.376
O -8.71691 3.39176 -1.86457 -0.60 -0.39 -0.03 -0.309
C -8.60460 3.65360 -3.21709 0.47 0.03 0.70 0.417
O -9.47941 3.50306 -4.00380 -0.07 0.03 -0.02 -0.512
C -7.19954 4.08645 -3.43329 0.58 0.51 -0.82 0.447
O -6.82237 4.46573 -4.67217 -0.26 -0.54 0.21 -0.619
B -6.54091 3.31567 -5.47188 0.52 0.18 -0.16 0.634
O -7.36831 2.97939 -6.48411 -0.32 -0.15 0.37 -0.453
O -5.42156 2.57072 -5.16503 -0.57 0.15 0.33 -0.509
C -6.49811 3.99317 -2.30034 -1.12 -0.19 -0.48 0.455
Cl -4.87896 4.31896 -2.04223 0.22 -0.04 0.27 -0.101
H -8.26677 3.28566 -6.29195 0.08 0.26 -0.35 0.329
H -5.71887 1.76594 -4.72248 0.46 -0.27 -0.32 0.315
C 0.12603 0.05108 0.51999 0.31 -0.05 0.51 -0.759
N -0.16387 1.36107 -0.01562 -0.38 0.03 -0.40 0.155
C 0.77088 1.69082 -1.08711 -0.04 0.43 -0.13 -1.158
P -0.64581 2.71352 0.90307 -3.32 -4.76 0.96 0.579
O -1.43283 3.49939 -0.09879 2.51 2.14 0.32 -0.802
N -1.94901 2.29646 1.99310 0.06 -0.51 0.01 0.194
C -2.70763 1.07302 1.77454 0.09 -0.22 -0.08 -1.203
C -2.87569 3.40977 2.19302 0.17 0.22 0.01 -1.127
N 0.58726 2.55791 2.15888 0.75 2.77 -0.98 0.202
C 0.28975 2.00606 3.46971 -0.37 -0.21 0.19 -0.921
C 1.35726 3.81002 2.31828 0.17 -0.11 -0.32 -1.053
H 1.09253 0.00842 1.04015 -0.01 0.01 0.02 0.199
H 0.15615 -0.67766 -0.29307 0.07 0.15 -0.13 0.464
H -0.64555 -0.30430 1.19710 0.09 0.14 0.05 0.103
H 1.78833 1.86057 -0.70325 0.02 -0.13 -0.06 0.330
H 0.44893 2.59170 -1.61056 -0.05 0.00 0.08 0.357
H 0.80842 0.88719 -1.82301 -0.01 -0.10 0.10 0.353
H -3.00213 0.93345 0.72613 -0.03 -0.04 0.02 0.344
H -3.61320 1.08603 2.38273 -0.02 0.19 -0.02 0.405
H -2.15588 0.19270 2.10721 -0.02 0.04 -0.06 0.322
H -3.59172 3.51231 1.37091 0.02 0.07 -0.01 0.323
H -2.33512 4.35302 2.28719 -0.02 0.00 -0.05 0.346
H -3.42750 3.26010 3.12398 0.02 -0.11 0.00 0.378
H -0.41806 2.60396 4.04885 -0.03 -0.03 0.00 0.267
H 1.22924 1.95223 4.02738 0.10 0.08 -0.17 0.421
H -0.08391 0.98647 3.39659 -0.16 0.07 -0.07 0.224
H 0.76301 4.60589 2.78280 0.08 0.01 0.08 0.339
H 1.69853 4.16639 1.34207 -0.07 0.02 0.02 0.341
H 2.24810 3.63990 2.92379 -0.03 -0.07 0.03 0.355
C 2.52278 -5.50463 -0.07229 0.39 -0.31 0.32 -0.814
N 3.03316 -4.43157 -0.89597 -0.33 0.30 -0.19 0.131
C 3.29663 -4.90672 -2.24910 0.22 0.31 -0.24 -1.165
P 4.12743 -3.22668 -0.38008 -4.66 -0.47 3.40 0.753
O 3.77810 -2.09305 -1.29369 3.03 -0.63 -1.16 -0.859
N 3.61621 -2.51402 1.13266 -0.34 -0.34 0.22 0.284
C 2.24480 -2.70155 1.58392 -0.16 -0.26 -0.03 -1.303
C 3.97454 -1.09908 1.21868 0.25 -0.01 -0.08 -1.200
N 5.27390 -4.31433 0.40591 1.90 1.20 -2.03 0.050
C 5.32366 -4.47297 1.84980 -0.26 0.15 0.36 -0.855
C 6.64533 -4.11996 -0.11251 -0.12 -0.19 -0.30 -1.038
H 3.26261 -6.29929 0.10712 0.01 0.02 0.00 0.297
H 1.66399 -5.95737 -0.57203 0.05 0.04 -0.12 0.387
H 2.15635 -5.15295 0.88708 0.14 0.01 -0.03 0.152
H 4.15480 -5.59551 -2.28042 -0.10 -0.09 -0.02 0.345
H 3.50788 -4.06852 -2.91365 0.01 0.04 0.08 0.343
H 2.42305 -5.42186 -2.65042 -0.04 -0.04 0.12 0.361
H 1.51136 -2.53838 0.78445 -0.06 -0.04 0.06 0.376
H 2.00907 -2.01858 2.40228 0.19 0.18 -0.09 0.431
H 2.09518 -3.69579 2.00806 0.00 0.03 -0.09 0.300
H 3.27910 -0.45508 0.67257 0.07 0.03 -0.07 0.304
H 4.97453 -0.92735 0.81722 -0.03 0.02 -0.03 0.367
H 3.99102 -0.79190 2.26765 -0.07 -0.08 0.03 0.415
H 5.61268 -3.56387 2.38244 -0.03 0.00 0.02 0.274
H 6.06082 -5.24935 2.07238 0.03 -0.02 -0.20 0.420
H 4.37377 -4.82843 2.24416 -0.07 0.17 -0.04 0.226
H 7.08207 -3.16991 0.21713 0.09 -0.06 0.04 0.334
H 6.63703 -4.12871 -1.20623 -0.01 0.06 0.03 0.341
H 7.29663 -4.93388 0.20698 -0.05 -0.02 0.07 0.369


19
Properties=species:S:1:pos:R:3:forces:R:3:nbo_charge:R:1 method="wB97M-V/def2-TZVPD" multiplicity=2 total_charge=+1 relative_energy_ev=1.5395 orbital_gap_ev="10.5 / 5.3"
N -0.57472 -2.17995 -1.49164 -0.02 0.07 0.74 -0.540
C -1.01375 -0.88189 -1.65994 -0.24 0.15 -1.15 -0.286
C -1.53316 -0.28629 -0.24865 -0.23 0.18 1.26 0.666
N -0.90107 0.75534 0.25799 0.96 0.26 -0.46 -0.546
C 0.39469 1.34714 -0.08756 -0.20 0.76 0.37 -0.237
C 1.50515 0.71370 0.76893 -0.95 0.29 -0.25 -0.228
N 1.06667 0.74511 2.15081 -0.32 -0.03 -0.13 -0.867
O -2.43059 -0.86510 0.30798 -0.24 -0.37 -0.62 -0.362
H -1.18403 -2.86481 -1.05721 -0.34 0.01 -0.45 0.418
H 0.37059 -2.30894 -1.17288 0.41 0.01 -0.19 0.401
H -1.84473 -0.74506 -2.35856 -0.35 -0.43 0.44 0.272
H -0.25132 -0.21676 -2.03422 0.52 -0.02 0.20 0.247
H -1.06039 0.91084 1.24263 -0.42 -0.01 0.38 0.448
H 0.56129 1.39197 -1.14713 0.18 -0.40 -0.51 0.211
H 0.29264 2.39720 0.19427 0.05 -0.03 0.12 0.236
H 2.39205 1.31913 0.66678 0.44 -0.12 -0.31 0.224
H 1.64835 -0.30071 0.40496 0.46 -0.18 0.04 0.171
H 1.71307 1.23367 2.74339 0.06 -0.07 0.28 0.395
H 0.84929 -0.16458 2.52006 0.20 -0.07 0.25 0.378